# 1
A structure of composition C3H4LiO4 at a distorted geometry, computed with wB97M-V/def2-TZVPD.

The geometry in XYZ format:
```
12
Properties=species:S:1:pos:R:3:forces:R:3
H 1.25092 -0.60588 1.97500 1.0 -0.2 -0.6
O 0.24459 2.48508 -1.36389 0.6 0.3 -0.4
H -0.18428 3.20134 -1.85119 -0.2 0.1 0.1
O 0.57907 -2.22912 0.86324 2.0 0.3 2.8
O 0.17231 0.39257 -0.88722 0.8 -0.3 -0.4
C 0.81206 -0.98378 1.03685 -1.0 -4.4 -1.6
O -1.75255 1.44178 -1.46113 0.7 -0.2 0.1
H -0.61947 -1.54174 -0.03930 -1.1 4.2 0.6
Li 0.08784 -3.82766 1.65311 0.2 0.1 -0.1
C -0.56854 1.45311 -1.27215 -1.5 0.6 0.0
H 0.22314 0.51252 1.12099 -4.3 -0.4 -0.8
C -0.24509 -0.29822 0.22568 2.9 0.1 0.4
```
Positions in Å, forces in eV/Å.

Calculated values
Net charge: +1
LUMO: -0.189 Eh
Relative energy (zero: lowest compared OMol25 entry of this formula, charge and spin): 139.66 kcal per mole
Strongest force on any atom: 4.80 eV Å⁻¹

So, what does the Mulliken scheme give us? The charges, in e, come out as: 0.298, -0.406, 0.375, -0.617, -0.260, -0.068, -0.474, 0.390, 0.947, 0.702, 0.230, -0.118

# 2
A structure of composition C3H4MgO3Tl at a distorted geometry, computed with wB97M-V/def2-TZVPD.

The geometry in XYZ format:
```
12
Properties=species:S:1:pos:R:3:forces:R:3
O -1.54907 2.19961 0.00561 1.7 1.6 -0.1
H -0.96282 -1.94621 0.29079 0.1 0.4 0.0
C 0.97543 -1.01205 -0.39806 -0.6 -0.5 0.2
C -0.26213 -1.12194 0.43298 0.2 0.2 -0.1
O -3.69416 1.41646 0.03193 0.6 2.2 -0.3
H -0.30035 -0.57185 1.38276 0.0 -0.4 -0.1
Mg 0.40051 1.59967 0.11508 -0.6 -0.6 -0.1
C -2.70899 2.01184 -0.01303 -1.8 -3.8 0.5
Tl 4.08078 0.16337 -0.09137 0.7 -0.2 0.0
H 1.63855 -1.86697 -0.15946 -0.1 0.2 -0.1
O 1.65843 0.20844 -0.12854 -0.3 1.3 0.0
H 0.72383 -1.08036 -1.46869 0.1 -0.2 0.2
```
Positions in Å, forces in eV/Å.

Calculated values
Net charge: +2
LUMO (spin up / spin down): -0.343 / -0.349 Eh
Relative energy (zero: lowest compared OMol25 entry of this formula, charge and spin): 27.05 kcal per mole
2S+1: 2
Strongest force on any atom: 4.27 eV Å⁻¹

So, what does the Mulliken scheme give us? The charges, in e, come out as: -0.307, 0.294, 0.175, -1.046, -0.120, 0.354, 1.120, 0.669, 0.767, 0.320, -0.525, 0.298

strongest force on any atom of number 2 (C3H4MgO3Tl)? 4.27 eV Å⁻¹